No. 1
# C41H38F5NO6SiW

C41H38F5NO6SiW as an isolated structure at a distorted geometry (ωB97M-V/def2-TZVPD, OMol25).

For the HOMO energy, the calculation gives -7.466 eV. Its HOMO-LUMO gap is 6.50 eV. The spin multiplicity is 1.

CARTESIAN COORDINATES (ANGSTROEM)
W 0.85854 -0.20675 0.96471
C 4.02449 -0.01820 1.05463
C 4.33253 0.25055 2.34465
C 3.69005 -0.45538 3.41054
C 2.76167 -1.40437 3.15095
C 2.39080 -1.69866 1.79117
C 3.02784 -1.00582 0.73356
H 4.51753 0.49476 0.24016
H 5.08650 0.98946 2.58083
H 3.96720 -0.23196 4.43191
H 2.28497 -1.95922 3.94697
H 1.83480 -2.61037 1.59460
H 3.02476 -1.40988 -0.27304
O -0.42517 1.50777 1.24071
C 0.42909 2.04415 1.99926
O 1.53916 1.41176 2.11903
C 0.17797 3.30826 2.70930
C -1.07597 3.90852 2.63485
C -1.31631 5.09341 3.31113
C -0.30984 5.68394 4.06048
C 0.92814 5.06607 4.11893
C 1.19413 3.88461 3.45809
N 2.00060 5.69029 4.91639
O 1.76488 6.77532 5.40736
O 3.09529 5.16817 4.88051
H -1.85056 3.42707 2.05285
H -2.29059 5.55899 3.26061
H -0.46633 6.60679 4.59878
H 2.16709 3.41937 3.52439
F -4.40942 -3.62542 4.42028
C -3.34688 -2.90846 4.03844
C -2.15104 -3.52838 3.73100
F -2.04736 -4.85787 3.81084
C -1.06590 -2.77327 3.32881
F 0.07685 -3.41685 3.03296
C -1.11169 -1.37759 3.20152
O -0.10266 -0.64970 2.80211
C -2.34198 -0.78892 3.53170
F -2.46442 0.54224 3.43638
C -3.43277 -1.53049 3.93849
F -4.58537 -0.92390 4.22893
C -1.00232 -4.18541 -0.24292
C -2.09375 -3.26554 -0.81593
C -2.71909 -3.96312 -2.03106
C -3.15559 -3.01079 0.26091
Si -1.26149 -1.65314 -1.31524
O -0.33565 -1.17947 0.03938
C -2.38699 -0.22323 -1.71260
C -1.86084 1.07331 -1.73175
C -2.65531 2.15630 -2.07436
C -3.98688 1.96377 -2.41581
C -4.52351 0.68581 -2.41180
C -3.72845 -0.39781 -2.06402
C -0.02968 -1.91660 -2.68803
C 1.25127 -2.42389 -2.46557
C 2.13345 -2.62526 -3.51607
C 1.73939 -2.33153 -4.81505
C 0.46720 -1.83444 -5.05774
C -0.40815 -1.62545 -4.00052
H -1.45642 -5.11933 0.10027
H -0.49171 -3.73930 0.61334
H -0.25635 -4.43933 -0.99874
H -3.07764 -4.95389 -1.73798
H -1.99339 -4.09881 -2.83592
H -3.57190 -3.41599 -2.43572
H -3.57845 -3.96321 0.59524
H -3.97524 -2.39359 -0.10784
H -2.73033 -2.51441 1.13324
H -0.81948 1.23812 -1.48305
H -2.23192 3.15238 -2.07910
H -4.60440 2.80939 -2.68864
H -5.56065 0.53063 -2.67866
H -4.16795 -1.38694 -2.06385
H 1.56869 -2.66249 -1.45180
H 3.12645 -3.00998 -3.32313
H 2.42545 -2.48904 -5.63715
H 0.16011 -1.59948 -6.06860
H -1.38870 -1.20645 -4.19861
C 1.41693 1.60028 -4.11127
C 2.39805 1.95133 -2.98312
C 2.42155 3.47053 -2.76863
C 3.80028 1.45142 -3.34895
C 1.93784 1.29843 -1.74910
C 1.57016 0.72607 -0.74170
H 1.73462 2.07827 -5.03969
H 0.40835 1.94328 -3.86859
H 1.38058 0.52032 -4.26871
H 2.76050 3.96777 -3.67960
H 3.09775 3.73839 -1.95640
H 1.42621 3.83871 -2.52014
H 4.14149 1.92669 -4.27064
H 3.79264 0.37109 -3.49768
H 4.51262 1.68558 -2.55666

=====

No. 2
# C41H38IrN9O5S

C41H38IrN9O5S as an isolated structure at a distorted geometry (ωB97M-V/def2-TZVPD, OMol25).

For the HOMO energy (spin up / spin down), the calculation gives -2.600 / -2.585 eV. Its HOMO-LUMO gap (spin up / spin down) is 4.56 / 4.55 eV. The spin multiplicity is 2. The charge is -1.

CARTESIAN COORDINATES (ANGSTROEM)
Ir -0.56873 -0.41495 -0.77015
N 1.35208 -3.61701 1.54718
C 0.84599 -2.54386 0.87037
S -0.87829 -2.45987 0.61096
N 1.66738 -1.61567 0.51442
N 1.32003 -0.62361 -0.30236
C 2.37683 0.12405 -0.71037
C 3.64409 -0.16385 0.01006
C 3.70534 0.11705 1.37342
C 4.82440 -0.22390 2.10675
C 5.88893 -0.86354 1.49428
C 5.83150 -1.15422 0.14140
C 4.71426 -0.80588 -0.59840
C 2.32730 1.00220 -1.78310
C 3.49032 1.67099 -2.26616
C 3.50472 2.25572 -3.49611
C 2.37144 2.10396 -4.33285
C 1.22002 1.60936 -3.79873
N 1.12024 1.27413 -2.48200
H 0.72795 -4.40881 1.56495
H 2.28358 -3.84440 1.21085
H 2.85663 0.58090 1.85471
H 4.85479 -0.00853 3.16722
H 6.75820 -1.14691 2.07343
H 6.64628 -1.68159 -0.33449
H 4.65454 -1.06394 -1.64487
H 4.36463 1.68368 -1.63292
H 4.37372 2.78869 -3.85215
H 2.40968 2.39309 -5.37079
H 0.34110 1.44000 -4.39791
C -3.15277 0.10463 5.49381
N -2.64550 0.97974 4.45387
N -1.51204 0.51611 3.77615
C -1.63083 0.76297 2.40443
O -0.70994 0.55249 1.60392
C -2.92986 1.32851 2.24110
C -3.52332 1.42660 3.46731
C -4.87468 1.91635 3.84142
C -0.34003 0.25671 4.47551
C 0.60356 -0.62582 3.94708
C 1.76341 -0.88468 4.64454
C 1.99347 -0.28967 5.87795
C 1.05255 0.58116 6.40684
C -0.10627 0.86246 5.71414
H -2.31716 -0.25821 6.08849
H -3.69300 -0.75452 5.07981
H -3.82600 0.67336 6.13306
H -3.33067 1.66121 1.30584
H -5.33052 2.42303 2.99549
H -4.80987 2.61178 4.67768
H -5.51870 1.08525 4.13554
H 0.42304 -1.09295 2.99494
H 2.48498 -1.56358 4.21618
H 2.90404 -0.49653 6.42026
H 1.22679 1.05224 7.36466
H -0.82187 1.56666 6.11513
O -0.53513 -1.04709 -5.04291
C -0.21217 -1.60140 -3.99233
O -0.76427 -1.44378 -2.87042
C 0.94601 -2.59592 -4.04321
C 1.32143 -3.13619 -5.27470
C 2.40391 -4.00188 -5.34349
C 3.11426 -4.32751 -4.21111
C 2.72423 -3.80649 -2.96683
C 1.62659 -2.93930 -2.89433
N 3.41930 -4.17668 -1.81957
O 2.94958 -3.87226 -0.69607
O 4.48479 -4.82478 -1.93848
H 0.75727 -2.86530 -6.15448
H 2.69575 -4.42597 -6.29454
H 3.96157 -4.99419 -4.24038
H 1.32997 -2.53725 -1.93854
C -5.36110 0.92547 -2.51967
N -4.87533 0.26677 -1.32728
C -5.69390 0.32391 -0.13618
C -3.59116 0.08528 -1.18249
N -2.46826 -0.13550 -1.03205
H -6.34649 0.52359 -2.76464
H -4.67661 0.72452 -3.34110
H -5.43776 2.01083 -2.38458
H -6.66924 -0.12063 -0.34706
H -5.83984 1.35582 0.20538
H -5.20556 -0.24221 0.65535
C -0.04855 1.33326 -1.74057
C -1.01316 2.37617 -1.89820
C -1.73991 2.72467 -0.73043
C -2.74502 3.65712 -0.74026
C -3.10571 4.29132 -1.92481
C -2.38745 4.00298 -3.07664
C -1.34639 3.09882 -3.06698
H -1.44178 2.25161 0.18938
H -3.25381 3.91302 0.18205
H -3.92114 4.99995 -1.94707
H -2.64157 4.50233 -4.00302
H -0.82107 2.92826 -3.98954

=====

No. 3
# C41H38N12O2PtS

C41H38N12O2PtS as an isolated structure at a distorted geometry (ωB97M-V/def2-TZVPD, OMol25).

For the HOMO energy (spin up / spin down), the calculation gives -17.057 / -17.063 eV. Its HOMO-LUMO gap (spin up / spin down) is 4.44 / 4.45 eV. The spin multiplicity is 1. The charge is +4.

CARTESIAN COORDINATES (ANGSTROEM)
Pt 0.02117 0.13204 -0.14058
S -5.00409 4.16561 4.25414
N -3.40959 4.01519 4.19646
C -3.06875 3.13599 3.25884
C -1.74896 2.74774 2.87787
C -0.59696 3.28438 3.46589
C 0.63164 2.88170 2.98999
C 0.67586 1.97886 1.93494
N -0.40238 1.43410 1.38761
C -1.61878 1.78890 1.84392
C -2.77644 1.19250 1.22839
N -2.57779 0.23551 0.31146
C -3.61894 -0.32909 -0.26864
C -4.94043 0.03772 0.00316
C -5.17202 1.02305 0.93557
C -4.08293 1.60897 1.58728
C -4.21397 2.59879 2.60528
N -5.33960 3.11291 3.09114
H -0.69106 4.01117 4.25579
H 1.54838 3.26775 3.40497
H 1.61789 1.69975 1.48793
H -3.42769 -1.12638 -0.97484
H -5.75344 -0.45728 -0.50626
H -6.16706 1.35587 1.18929
C 10.77205 -6.61505 -6.03058
O 9.45780 -6.31779 -6.42394
C 8.57365 -5.73425 -5.66492
C 7.32615 -5.45563 -6.29893
C 6.32086 -4.82436 -5.62183
C 6.48964 -4.44131 -4.27158
C 7.72614 -4.72071 -3.64086
C 8.74292 -5.35335 -4.30658
C 5.45347 -3.76125 -3.53462
N 5.64070 -3.15353 -2.36996
C 4.47898 -2.57364 -2.04513
C 3.49753 -2.84696 -3.04326
N 4.15474 -3.60650 -3.96505
C 2.19673 -2.32389 -2.97864
C 1.10518 -2.62537 -3.87541
C 0.02473 -1.82865 -3.89860
C 0.08133 -0.58809 -3.05097
N 0.70330 -0.87835 -1.77097
C 1.89413 -1.47914 -1.86885
C 2.89008 -1.15668 -0.88105
N 2.59045 -0.18099 -0.01054
C 3.51719 0.24113 0.81944
C 4.80536 -0.29892 0.87694
C 5.15289 -1.27610 -0.02614
C 4.19452 -1.70553 -0.95307
H 11.25147 -7.08141 -6.89220
H 10.79357 -7.30657 -5.18184
H 11.31356 -5.70624 -5.74670
H 7.21869 -5.75367 -7.33145
H 5.40717 -4.60962 -6.15392
H 7.84999 -4.43454 -2.60809
H 9.66462 -5.57261 -3.78909
H 3.77113 -3.99538 -4.81183
H 1.16103 -3.50629 -4.49355
H -0.82348 -2.01479 -4.53547
H 0.75372 0.12262 -3.58576
H 3.28730 1.07239 1.47105
H 5.51040 0.08089 1.60019
H 6.15115 -1.68344 -0.06505
C -1.79046 -2.78855 1.07677
N -1.20827 -2.44260 2.35373
C -2.09997 -2.61970 3.48159
C 0.02789 -1.90001 2.43424
O 0.56715 -1.27161 1.47824
N 0.73003 -2.03849 3.58353
C 1.91327 -1.23140 3.77524
C 0.62953 -3.17347 4.47936
H -1.95996 -3.86864 1.04213
H -1.12313 -2.50162 0.25953
H -2.75665 -2.29541 0.95685
H -3.05777 -2.14785 3.24674
H -1.70568 -2.14896 4.37618
H -2.29944 -3.67427 3.68107
H 1.77115 -0.25549 3.31673
H 2.78988 -1.70638 3.32831
H 2.09075 -1.11306 4.84256
H -0.00982 -3.94934 4.06957
H 0.25735 -2.87127 5.46084
H 1.62642 -3.59141 4.63140
C -2.41552 0.70080 -4.90721
N -1.62737 1.12974 -3.78797
C -1.41976 2.40524 -3.39918
C -0.86946 2.41111 -2.13340
N -0.75538 1.15649 -1.67386
C -1.18566 0.25187 -2.72885
H -2.37271 1.43921 -5.70677
H -3.46139 0.57181 -4.61325
H -2.05345 -0.24875 -5.29452
H -1.67885 3.24395 -4.01215
H -0.55738 3.26667 -1.56566
H -2.00415 -0.40640 -2.39768

=====

> Number 2 is which compound?

C41H38IrN9O5S